1.
Computed, not measured: a cluster of 3 separate species, C36H78FIN7O10P3 in total, with ωB97M-V with the def2-TZVPD basis set.

Cartesian coordinates (Å):
C: -4.17 4.89 1.25
O: -3.22 4.52 2.23
C: -2.79 3.18 2.10
C: -3.91 2.14 2.09
C: -3.37 0.76 2.56
C: -3.17 -0.20 1.36
C: -2.10 -1.23 1.74
C: -1.66 -2.18 0.60
C: -2.75 -2.49 -0.44
C: -2.09 -3.28 -1.59
C: -2.90 -3.28 -2.89
C: -1.98 -3.37 -4.15
C: -2.54 -2.44 -5.21
N: -1.89 -2.52 -6.56
C: -0.34 -2.29 -6.26
O: 0.43 -2.96 -6.95
O: -0.07 -1.43 -5.42
C: -2.02 -3.82 -7.27
C: -3.35 -4.63 -7.26
C: -3.64 -5.49 -6.02
O: -4.50 -4.89 -5.04
C: -5.83 -5.07 -5.36
C: -6.59 -3.93 -5.98
O: -6.38 -6.10 -5.12
C: -1.78 -3.48 -8.77
F: -2.91 -3.65 -9.57
C: -1.60 -1.93 -8.80
P: 0.00 -1.28 -9.44
O: -0.14 -0.85 -10.85
C: -2.27 -1.41 -7.49
I: -4.43 -1.22 -7.87
C: -1.88 0.01 -7.06
C: -2.35 1.17 -7.92
O: -2.22 0.90 -9.32
C: -3.13 1.52 -10.10
O: -3.52 2.63 -9.94
H: -4.00 5.94 1.00
H: -4.06 4.32 0.33
H: -5.19 4.79 1.64
H: -2.20 3.05 1.18
H: -2.09 2.99 2.92
H: -4.29 1.99 1.08
H: -4.74 2.44 2.73
H: -2.43 0.90 3.09
H: -4.06 0.28 3.26
H: -2.84 0.39 0.50
H: -4.11 -0.73 1.19
H: -1.21 -0.66 2.02
H: -2.36 -1.80 2.63
H: -0.82 -1.70 0.09
H: -1.28 -3.11 1.01
H: -3.15 -1.56 -0.87
H: -3.51 -3.09 0.06
H: -1.10 -2.82 -1.71
H: -1.89 -4.28 -1.21
H: -3.50 -4.19 -2.88
H: -3.57 -2.42 -2.95
H: -1.84 -4.40 -4.47
H: -1.01 -3.04 -3.79
H: -2.46 -1.43 -4.81
H: -3.61 -2.61 -5.33
H: -1.30 -4.57 -6.96
H: -4.25 -4.07 -7.51
H: -3.23 -5.36 -8.06
H: -2.75 -5.90 -5.57
H: -4.19 -6.36 -6.39
H: -6.86 -4.15 -7.01
H: -6.00 -3.02 -5.89
H: -7.50 -3.76 -5.41
H: -0.90 -3.92 -9.23
H: -2.29 -1.56 -9.57
H: 0.49 -0.22 -8.65
H: 0.91 -2.34 -9.32
H: -2.24 0.21 -6.05
H: -0.80 0.09 -6.98
H: -1.68 2.00 -7.69
H: -3.34 1.55 -7.68
H: -3.49 0.91 -10.93
O: 0.93 -2.23 2.37
P: 2.22 -1.81 3.00
N: 3.11 -1.33 1.60
C: 4.56 -1.26 1.51
C: 2.51 -0.23 0.84
N: 2.75 -3.37 3.53
C: 4.07 -3.91 3.25
C: 1.77 -4.45 3.43
N: 3.27 -1.03 4.15
C: 3.15 -1.53 5.55
C: 2.99 0.43 4.25
H: 5.00 -0.43 2.09
H: 4.84 -1.10 0.46
H: 5.04 -2.18 1.80
H: 2.64 0.75 1.33
H: 1.43 -0.40 0.72
H: 2.94 -0.17 -0.15
H: 4.20 -4.16 2.19
H: 4.23 -4.82 3.84
H: 4.85 -3.22 3.57
H: 1.66 -4.82 2.41
H: 0.79 -4.14 3.79
H: 2.08 -5.29 4.07
H: 2.13 -1.48 5.92
H: 3.79 -0.93 6.20
H: 3.50 -2.55 5.65
H: 1.94 0.62 4.51
H: 3.22 0.95 3.32
H: 3.62 0.89 5.01
O: 2.45 4.93 6.42
P: 3.61 5.42 7.23
N: 4.66 5.98 5.98
C: 6.09 6.15 6.11
C: 4.10 7.05 5.15
N: 4.14 3.89 7.83
C: 5.52 3.44 7.76
C: 3.26 2.75 7.59
N: 4.42 6.25 8.53
C: 4.14 5.72 9.89
C: 4.04 7.69 8.59
H: 6.39 6.99 6.75
H: 6.52 6.34 5.12
H: 6.59 5.26 6.47
H: 4.09 8.03 5.66
H: 3.07 6.82 4.87
H: 4.67 7.16 4.23
H: 5.82 3.21 6.73
H: 5.65 2.54 8.36
H: 6.20 4.17 8.19
H: 3.33 2.40 6.56
H: 2.22 3.01 7.80
H: 3.51 1.92 8.26
H: 3.07 5.71 10.11
H: 4.63 6.36 10.63
H: 4.53 4.73 10.04
H: 2.96 7.82 8.69
H: 4.37 8.22 7.71
H: 4.52 8.17 9.44

Calculated values
SMILES: COCCCCCCCCCCC[N@@+]1(C(=O)[O-])[C@@H](CCOC(C)=O)[C@@H](F)[C@H]([PH2]=O)[C@]1(I)CCOC=O.CN(C)P(=O)(N(C)C)N(C)C.CN(C)P(=O)(N(C)C)N(C)C
LUMO (Eh): -0.0204
E (eV): -108184.4027
HOMO level (eV): -8.5133
Total charge: 0

Löwdin atomic charge list, values in e, 4 entries:
1 C -0.119
2 O -0.185
3 C -0.244
4 C -0.184

***

2.
Computed, not measured: a cluster of 4 separate species, C36H80BrN2P in total, with ωB97M-V with the def2-TZVPD basis set.

Cartesian coordinates (Å):
Br: 1.32 -0.58 -0.31
C: -0.09 -5.33 -2.13
C: -0.75 -4.96 -0.80
C: -0.77 -3.55 -0.33
C: -1.58 -3.44 1.02
P: -1.13 -2.20 2.33
C: 0.53 -2.73 2.91
C: 1.00 -2.00 4.20
C: 1.72 -3.03 5.15
C: 2.60 -2.37 6.23
C: -0.96 -0.47 1.79
C: -2.26 0.25 1.79
C: -2.37 1.62 1.12
C: -1.15 2.50 1.51
C: -2.25 -2.26 3.78
C: -2.28 -3.60 4.56
C: -3.07 -3.52 5.90
C: -4.53 -2.99 5.74
H: -0.28 -6.35 -2.46
H: 1.00 -5.38 -2.06
H: -0.34 -4.67 -2.96
H: -0.33 -5.72 -0.15
H: -1.80 -5.18 -1.00
H: -1.17 -2.83 -1.05
H: 0.27 -3.31 -0.10
H: -1.64 -4.42 1.49
H: -2.60 -3.19 0.73
H: 1.14 -2.44 2.05
H: 0.44 -3.82 2.94
H: 0.23 -1.54 4.83
H: 1.63 -1.14 3.97
H: 2.29 -3.77 4.60
H: 1.00 -3.65 5.69
H: 2.12 -1.93 7.11
H: 3.25 -1.59 5.87
H: 3.16 -3.20 6.67
H: -0.31 -0.42 0.92
H: -0.37 -0.01 2.58
H: -2.55 0.50 2.81
H: -3.09 -0.29 1.33
H: -3.31 2.10 1.40
H: -2.41 1.49 0.04
H: -1.17 2.63 2.59
H: -1.19 3.55 1.20
H: -0.16 2.07 1.35
H: -3.22 -1.95 3.38
H: -1.77 -1.46 4.34
H: -1.29 -3.85 4.92
H: -2.70 -4.40 3.95
H: -2.53 -2.76 6.46
H: -2.99 -4.50 6.37
H: -5.17 -3.41 4.97
H: -4.55 -1.92 5.49
H: -5.05 -3.16 6.68
C: -0.03 3.83 -4.32
C: -1.42 3.17 -4.34
C: -1.67 2.00 -3.26
C: -0.71 0.79 -3.21
N: -1.34 -0.44 -2.44
C: -0.38 -1.63 -2.39
C: -0.64 -2.47 -3.62
C: -2.13 -2.30 -3.85
C: -2.61 -1.10 -3.03
C: -1.54 -0.06 -0.94
H: -0.16 4.90 -4.49
H: 0.53 3.36 -5.13
H: 0.36 3.69 -3.31
H: -1.65 2.84 -5.35
H: -2.16 3.97 -4.25
H: -2.69 1.64 -3.42
H: -1.69 2.46 -2.28
H: 0.17 0.96 -2.61
H: -0.56 0.31 -4.18
H: -0.56 -2.19 -1.47
H: 0.65 -1.31 -2.30
H: -0.27 -3.50 -3.61
H: -0.19 -1.97 -4.47
H: -2.70 -3.15 -3.48
H: -2.47 -2.14 -4.87
H: -3.32 -1.29 -2.22
H: -3.31 -0.46 -3.59
H: -1.90 -0.83 -0.25
H: -2.28 0.73 -0.80
H: -0.58 0.30 -0.58
C: -1.09 4.05 -1.04
C: -0.35 2.74 -0.54
C: 0.91 2.43 -1.36
C: 2.23 2.62 -0.59
N: 3.50 2.60 -1.52
C: 3.68 1.15 -2.04
C: 4.46 0.40 -0.86
C: 5.05 1.44 0.05
C: 4.82 2.73 -0.75
C: 3.37 3.57 -2.71
C: 3.28 5.06 -2.37
C: 1.93 5.71 -2.07
H: -0.57 4.94 -0.70
H: -2.03 4.16 -0.49
H: -1.32 4.09 -2.10
H: -1.06 1.92 -0.45
H: -0.11 3.08 0.47
H: 0.86 2.97 -2.30
H: 0.74 1.38 -1.56
H: 2.27 1.85 0.17
H: 2.25 3.61 -0.14
H: 4.25 1.27 -2.95
H: 2.73 0.70 -2.32
H: 5.25 -0.26 -1.21
H: 3.66 -0.15 -0.35
H: 6.13 1.52 0.18
H: 4.47 1.57 0.96
H: 5.50 2.74 -1.60
H: 4.76 3.65 -0.16
H: 2.63 3.09 -3.35
H: 4.38 3.43 -3.10
H: 3.76 5.67 -3.13
H: 3.87 5.26 -1.47
H: 1.61 5.54 -1.04
H: 1.17 5.20 -2.67
H: 1.79 6.77 -2.25

Calculated values
LUMO (Eh): -0.1424
E (eV): -120917.8569
Relative energy (zero: lowest compared OMol25 entry of this formula, charge and spin) (kJ/mol): 1092.7
HOMO level (eV): -13.3522
Total charge: +2

Löwdin atomic charge list, values in e, 4 entries:
1 Br 0.595
2 C -0.083
3 C -0.238
4 C -0.247